Record 1
34
Properties=species:S:1:pos:R:3:forces:R:3 method="wB97M-V/def2-TZVPD" orbital_gap_ha="0.16878 / 0.16634" relative_energy_ev=0.362 fmax_ev_per_a=3.3 lumo_ha="-0.4133 / -0.4156" charge=+2 energy_ha=-1827.22510
I 0.679 1.975 -0.223 -1.130 -0.061 -0.622
In -1.184 -0.215 0.110 0.176 -0.081 1.164
Cl -3.474 -0.129 -0.335 0.792 0.093 -0.009
P -0.483 0.335 -2.700 1.367 1.912 -2.291
O 3.989 0.343 -0.204 -1.872 -0.978 -0.447
N -0.642 -0.319 2.272 0.111 -0.002 -0.027
N 0.135 0.158 4.283 -0.362 -0.887 -0.967
C 0.392 -1.659 -0.623 -0.364 -1.219 -1.215
C -0.976 -1.027 -3.805 -0.251 -1.133 1.528
C -1.564 1.694 -3.252 -0.452 0.111 1.124
C 3.008 -0.176 -0.461 2.605 0.915 0.455
C 0.750 0.856 5.410 0.029 0.232 0.391
C -0.248 -1.187 4.289 0.024 0.463 -0.398
C 1.127 0.796 -3.444 0.397 -0.135 0.735
C -0.108 0.637 3.048 -0.162 -0.347 0.171
C -0.721 -1.481 3.043 0.202 0.632 0.175
H 1.069 -1.348 -1.431 -0.233 -0.133 0.607
H -0.142 -1.815 5.159 0.020 0.121 -0.018
H 1.860 0.004 -3.275 -0.004 0.068 -0.086
H 1.515 1.721 -3.010 -0.175 -0.183 -0.111
H -0.119 -2.591 -0.928 0.011 0.510 0.124
H 0.987 0.929 -4.523 -0.243 -0.207 0.106
H -1.924 -1.455 -3.464 0.071 -0.030 -0.276
H -0.004 1.044 6.187 0.205 -0.038 -0.281
H -1.089 -0.575 -4.794 0.072 0.200 0.160
H 0.116 1.662 2.734 -0.180 -0.519 0.263
H 1.165 1.812 5.068 -0.113 -0.348 0.098
H -1.074 -2.426 2.642 0.001 0.307 0.193
H 1.544 0.227 5.832 -0.207 0.256 -0.213
H -2.548 1.607 -2.777 0.054 0.104 -0.211
H -1.123 2.661 -2.988 -0.018 -0.229 -0.012
H -0.203 -1.803 -3.815 -0.181 0.122 -0.046
H -1.658 1.581 -4.338 0.046 -0.088 0.146
H 0.946 -1.837 0.312 -0.234 0.574 -0.209

---

Record 2
14
Properties=species:S:1:pos:R:3:forces:R:3 method="wB97M-V/def2-TZVPD" orbital_gap_ha=0.33265 relative_energy_ev=4.134 fmax_ev_per_a=4.6 lumo_ha=0.0049 charge=0 energy_ha=-680.83031
S 0.104 -3.742 -0.200 -0.574 2.510 -0.665
N 0.577 -1.103 0.035 3.378 -1.690 2.711
N 0.432 0.252 0.191 -2.201 0.921 0.234
N 0.086 2.031 -1.362 -1.448 1.148 -0.042
C 0.419 0.880 -1.004 0.193 -0.094 -2.492
C -0.186 -2.088 -0.463 -0.757 0.273 -0.647
C -0.444 0.825 1.243 1.639 1.517 2.882
H -0.589 2.070 1.045 0.257 -3.999 0.502
H 0.328 0.819 2.333 -2.966 -0.196 -3.102
H -1.444 0.225 1.332 1.913 1.354 0.098
H -0.521 2.520 -0.687 0.940 0.089 -0.143
H 1.492 -1.373 0.464 -1.384 -0.284 -0.331
H -0.946 -1.516 -1.110 0.247 -1.706 0.776
H 0.692 0.198 -1.817 0.762 0.157 0.219

---

Record 3
14
Properties=species:S:1:pos:R:3:forces:R:3 method="wB97M-V/def2-TZVPD" orbital_gap_ha=0.30157 relative_energy_ev=3.183 fmax_ev_per_a=2.7 lumo_ha=-0.0837 charge=0 energy_ha=-2970.89049
Cs -1.828 -4.152 0.258 0.033 0.259 0.028
As -2.001 3.076 3.115 -0.858 0.171 -0.086
F -2.361 4.093 1.596 0.761 -1.227 2.138
F -3.734 2.571 3.020 1.662 0.434 0.457
F -2.351 4.437 4.208 0.118 -0.936 -1.275
F -1.630 1.669 2.038 -0.121 1.013 1.191
F -1.788 2.103 4.703 -0.074 0.849 -2.577
F -0.282 3.538 3.070 -1.479 -0.530 0.065
O 1.569 -2.594 -3.626 0.913 0.657 0.540
C 2.914 -3.071 -3.552 -0.179 -1.861 -0.471
H 2.877 -4.074 -3.127 -0.168 -0.146 -0.069
H 1.708 -1.814 -4.169 -0.804 0.359 -0.009
H 3.226 -3.193 -4.589 0.652 0.017 0.113
H 3.680 -2.588 -2.945 -0.456 0.941 -0.045

---

Record 4
49
Properties=species:S:1:pos:R:3:forces:R:3 method="wB97M-V/def2-TZVPD" orbital_gap_ha=0.33366 relative_energy_ev=0.518 fmax_ev_per_a=0.6 lumo_ha=0.0219 charge=0 energy_ha=-1111.80885
O 1.042 -1.654 -0.970 -0.123 0.137 -0.090
O 3.974 -1.056 1.379 0.036 -0.058 0.393
O 2.322 3.330 0.142 0.059 0.191 0.093
N 3.426 -0.028 -0.554 0.068 0.412 -0.284
N 1.198 1.350 0.151 -0.401 -0.465 0.007
C -3.294 -3.040 0.944 0.017 -0.026 -0.017
C -2.053 3.034 -0.359 0.008 -0.025 0.022
C -2.286 -0.362 -1.534 0.115 -0.026 -0.071
C 3.600 -1.118 0.228 0.035 -0.441 -0.401
C -0.723 2.686 -0.559 0.085 -0.016 0.031
C -0.138 1.779 0.325 -0.317 0.347 0.168
C 3.228 -2.429 -0.452 -0.354 0.150 0.221
C 3.603 1.314 -0.061 0.134 0.233 0.120
C -0.221 0.250 2.319 0.001 0.067 -0.018
C -0.325 -1.568 -0.861 -0.188 0.080 -0.097
C 0.040 3.259 -1.711 0.019 0.150 0.048
C -3.060 -1.151 -0.700 -0.048 -0.130 0.083
C -0.925 -0.563 -1.618 0.107 -0.151 -0.022
C -0.870 1.219 1.377 0.106 0.042 -0.007
C -1.104 -2.374 -0.046 0.292 -0.066 -0.035
C -2.477 -2.164 0.044 -0.077 0.140 -0.090
C 2.304 2.120 0.086 0.521 -0.195 -0.042
C -2.789 2.485 0.672 -0.077 0.004 0.035
C 1.728 -2.666 -0.262 0.197 -0.379 0.131
C -2.199 1.577 1.533 0.001 0.025 -0.053
H 3.776 -3.240 0.026 0.018 0.070 -0.014
H 0.738 0.629 2.669 0.065 -0.035 0.055
H -0.050 -0.707 1.824 0.068 -0.112 0.037
H 1.341 0.352 0.232 0.094 0.111 -0.139
H -0.665 -3.172 0.533 0.090 -0.064 0.067
H -2.881 -3.045 1.951 -0.026 -0.030 0.096
H -2.517 3.740 -1.033 -0.029 0.072 -0.087
H 1.445 -3.655 -0.645 -0.007 0.116 0.071
H 1.492 -2.621 0.810 -0.020 -0.020 -0.109
H -2.772 1.147 2.341 -0.043 -0.058 0.100
H -0.631 3.762 -2.403 -0.053 -0.018 -0.082
H -2.745 0.422 -2.116 -0.034 0.101 -0.051
H -4.123 -0.979 -0.630 -0.129 0.012 0.030
H -0.861 0.072 3.179 -0.024 -0.053 0.059
H 3.036 -0.144 -1.477 0.026 -0.116 0.108
H 3.463 -2.401 -1.516 0.009 -0.058 -0.037
H -3.824 2.762 0.806 -0.099 0.033 0.014
H 0.778 3.975 -1.349 0.013 -0.010 -0.098
H 4.064 1.233 0.929 -0.053 0.076 -0.161
H -4.324 -2.696 0.990 -0.083 -0.016 0.038
H -3.290 -4.067 0.578 -0.049 -0.080 0.028
H 4.279 1.881 -0.708 -0.136 0.006 0.118
H 0.579 2.477 -2.244 0.077 -0.049 -0.094
H -0.308 0.045 -2.259 0.111 0.120 -0.076

---

Record 5
25
Properties=species:S:1:pos:R:3:forces:R:3 method="wB97M-V/def2-TZVPD" orbital_gap_ha=0.09906 relative_energy_ev=2.396 fmax_ev_per_a=5.7 lumo_ha=0.2971 charge=-4 energy_ha=-4105.82819
Zn 12.665 4.597 -19.132 -0.178 -1.347 -1.015
S 15.531 3.147 -18.351 1.024 -1.488 1.008
S 12.178 2.286 -21.556 1.011 -2.141 -2.231
S 11.976 6.676 -20.631 -1.971 -1.112 -3.154
O 16.669 3.189 -19.286 -0.274 0.088 -0.201
O 11.903 7.987 -20.033 0.160 2.428 0.451
O 13.207 5.978 -20.357 5.605 1.014 -0.620
O 12.853 5.948 -17.457 -0.216 0.265 0.991
O 13.430 2.160 -22.317 0.868 0.675 -0.438
O 15.066 1.799 -18.045 0.136 -1.946 0.017
O 11.145 5.743 -19.888 -4.650 -0.592 1.797
O 11.692 6.626 -22.088 0.021 1.239 1.082
O 15.956 3.721 -17.056 0.269 1.483 1.061
O 11.992 0.980 -20.896 -0.952 -0.716 1.534
O 15.688 6.690 -20.380 1.940 1.146 0.026
O 12.266 3.387 -20.592 -0.943 -0.159 -0.047
O 11.672 3.278 -17.823 -0.692 0.141 1.118
O 14.341 3.824 -18.877 0.601 1.411 -0.248
O 11.080 2.462 -22.535 -1.051 0.746 0.085
H 11.111 2.505 -17.775 0.083 -0.344 -0.769
H 13.077 6.878 -17.481 0.085 0.272 -0.685
H 12.644 5.775 -16.539 0.121 -0.231 0.161
H 15.805 6.696 -21.330 -0.201 -0.243 -0.077
H 11.879 3.481 -16.910 0.401 -0.094 0.207
H 14.818 6.313 -20.248 -1.196 -0.494 -0.051

---

Record 6
58
Properties=species:S:1:pos:R:3:forces:R:3 method="wB97M-V/def2-TZVPD" orbital_gap_ha=0.28658 relative_energy_ev=1.005 fmax_ev_per_a=0.7 lumo_ha=0.0013 charge=0 energy_ha=-1379.71814
O -4.518 1.788 -0.503 -0.122 -0.379 0.018
O 2.756 0.815 -2.700 -0.132 -0.037 -0.232
O -6.113 -0.240 -0.402 0.383 0.218 -0.018
N -0.166 -2.341 -0.083 -0.474 0.039 0.047
N 3.420 1.141 -0.566 0.199 0.103 0.043
C -0.570 -1.180 -0.550 0.536 -0.184 0.046
C 1.888 0.945 1.370 0.000 0.080 0.349
C 2.857 -4.278 0.359 -0.258 -0.109 0.081
C 4.449 2.075 -0.984 0.144 0.218 -0.275
C 1.539 -3.918 0.372 0.210 -0.126 0.019
C 2.133 -1.751 -0.580 -0.401 -0.089 0.099
C 3.480 -2.159 -0.597 0.177 -0.169 0.026
C -4.788 -0.541 -0.433 0.009 0.168 0.013
C 0.342 -0.222 -1.055 0.364 -0.125 -0.061
C -2.547 0.359 -0.539 -0.096 0.029 -0.051
C 4.068 3.531 -0.735 0.060 -0.277 -0.034
C -2.884 -2.013 -0.438 0.307 0.199 -0.048
C -0.735 1.109 2.286 -0.074 -0.050 0.072
C 3.833 -3.398 -0.136 0.186 0.278 -0.113
C 3.301 0.851 0.853 -0.055 -0.202 0.220
C 1.685 -0.482 -1.024 -0.491 -0.306 -0.324
C -3.911 0.567 -0.495 -0.234 -0.004 -0.018
C 0.031 -0.007 2.569 -0.074 -0.001 0.084
C -3.710 2.935 -0.568 0.118 0.156 -0.021
C -4.254 -1.820 -0.403 -0.312 0.155 0.013
C -7.037 -1.297 -0.342 -0.145 -0.199 0.010
C 1.140 -2.650 -0.105 0.581 0.265 -0.197
C 1.338 -0.084 2.122 0.176 0.145 0.003
C -0.184 2.153 1.562 0.023 0.121 -0.040
C 2.662 0.543 -1.517 -0.028 0.067 0.038
C 1.118 2.071 1.104 0.061 -0.003 0.087
C -2.014 -0.933 -0.514 -0.666 -0.143 0.012
H -1.878 1.204 -0.563 0.031 0.136 -0.001
H -8.020 -0.827 -0.332 0.050 -0.079 0.002
H 4.594 1.919 -2.056 0.090 -0.003 0.202
H 3.160 -5.249 0.723 -0.015 -0.079 0.030
H -0.769 3.038 1.352 -0.057 0.063 -0.015
H 3.163 3.776 -1.285 -0.093 0.049 -0.038
H -0.391 -0.825 3.132 -0.055 -0.095 0.042
H -2.473 -3.008 -0.413 0.011 -0.087 0.006
H 1.931 -0.961 2.343 0.070 -0.115 -0.026
H 1.537 2.880 0.525 0.057 0.103 -0.097
H -6.912 -1.891 0.569 0.007 0.016 -0.045
H -6.958 -1.952 -1.216 0.008 0.020 0.044
H -1.758 1.164 2.627 -0.101 0.000 0.021
H -3.104 2.952 -1.480 -0.001 -0.010 0.039
H -4.399 3.778 -0.578 0.093 -0.023 0.002
H 4.867 -3.710 -0.154 0.078 0.004 -0.022
H 3.703 -0.147 1.072 0.002 0.165 0.074
H 4.867 4.182 -1.079 0.067 0.114 0.000
H 5.379 1.831 -0.460 -0.054 -0.023 -0.057
H -3.054 3.015 0.305 0.004 -0.008 -0.033
H 3.902 3.720 0.324 -0.031 0.073 0.097
H 3.921 1.581 1.382 -0.008 -0.092 -0.082
H -4.902 -2.680 -0.354 -0.101 -0.048 -0.002
H 0.772 -4.585 0.733 -0.093 -0.059 0.042
H -0.011 0.717 -1.450 -0.031 0.095 -0.025
H 4.227 -1.489 -1.001 0.099 0.046 -0.006